Molecular formula: C12H15N2O
Method: DFT, ωB97M-V/def2-TZVPD

The geometry in XYZ format:
```
30
Properties=species:S:1:pos:R:3:forces:R:3
C 5.023 0.560 0.014 1.24 -0.82 -1.14
C 4.478 -0.652 -0.472 0.52 0.06 0.38
C 4.204 1.541 0.518 0.74 1.48 0.68
C 3.148 -0.893 -0.367 -1.66 -0.54 0.47
C 2.852 1.351 0.599 -0.65 -0.81 0.01
C 0.302 -1.455 0.285 -2.53 2.70 0.90
C 2.312 0.097 0.184 -1.01 1.38 0.31
C 0.864 -0.098 0.297 1.23 -1.22 -0.43
C -1.100 1.060 0.844 -2.83 -0.07 3.62
C -1.658 -2.783 0.489 0.03 1.11 0.15
C -3.407 1.584 0.637 -2.96 0.36 0.36
C -1.989 1.342 -1.380 0.38 -1.34 -0.96
N -0.948 -1.572 0.464 0.80 2.20 -0.76
N -2.075 1.457 0.126 1.33 -0.09 -3.21
O 0.107 0.916 0.460 2.06 0.19 -1.91
H 6.100 0.795 -0.072 -0.67 -0.49 0.10
H 4.921 -1.555 -0.868 1.41 0.65 -0.06
H 4.638 2.508 0.898 -0.43 -1.21 -0.54
H 2.806 -1.918 -0.669 0.01 1.36 0.26
H 2.275 2.163 1.049 -0.24 -0.56 -0.30
H 0.952 -2.226 0.333 2.19 -2.62 -0.28
H -1.055 -3.631 0.312 0.27 -1.23 -0.64
H -2.088 -2.828 1.443 -0.62 -0.41 1.71
H -2.510 -2.533 -0.110 -0.52 -0.93 -0.96
H -3.884 0.519 0.665 0.61 2.05 -0.03
H -3.403 2.044 1.663 0.10 -0.72 -1.04
H -4.065 2.311 -0.055 1.64 -1.82 1.49
H -2.800 1.961 -1.878 0.67 -1.44 0.73
H -1.062 1.777 -1.806 -0.24 -0.18 0.76
H -1.901 0.154 -1.628 -0.86 2.95 0.32
```
Positions in Å, forces in eV/Å.

Output
Orbital gap (spin up / spin down) (eV): 6.760 / 6.750
HOMO energy (spin up / spin down) (eV): -11.84 / -11.83
Energy (eV): -17703.4926
Net charge: +1
Lowest unoccupied orbital energy (spin up / spin down) (eV): -5.08 / -5.08
Largest force on an atom (eV/Å): 4.6


Molecular formula: C12H15N3O2S
Method: DFT, ωB97M-V/def2-TZVPD

The geometry in XYZ format:
```
33
Properties=species:S:1:pos:R:3:forces:R:3
C 4.725 0.330 1.169 0.17 -0.27 0.01
C 3.787 -0.525 0.350 0.35 0.27 0.16
O 4.099 -1.663 0.056 -0.06 0.07 0.02
C 2.465 -0.002 -0.031 -0.69 -0.16 -0.11
C 2.061 1.289 -0.075 0.47 -0.45 0.04
C 2.895 2.520 0.086 0.06 0.01 0.08
N 0.728 1.561 -0.326 -0.13 0.23 -0.03
C -0.250 0.623 -0.115 -0.67 -0.43 0.14
S -1.847 1.333 0.177 0.17 -0.15 0.04
C -2.988 0.282 -0.797 0.10 0.36 -0.06
C -4.239 -0.021 0.028 0.40 -0.22 -0.05
N -4.130 -1.086 0.837 -0.10 -0.39 0.28
O -5.233 0.665 -0.054 -0.29 0.40 -0.13
C 0.091 -0.687 -0.059 0.85 1.04 -0.26
C -0.808 -1.671 0.337 -0.77 -0.57 0.42
N -1.568 -2.468 0.678 0.23 -0.14 -0.06
C 1.491 -1.081 -0.473 0.04 0.01 -0.30
C 1.562 -1.283 -1.992 0.08 -0.10 0.20
H 4.192 0.939 1.891 -0.02 0.12 0.05
H 5.418 -0.331 1.684 0.00 -0.01 -0.01
H 5.309 0.975 0.515 0.05 0.11 -0.03
H 3.893 2.377 -0.314 0.01 0.07 0.00
H 2.978 2.799 1.136 0.01 0.06 0.05
H 2.430 3.350 -0.444 0.02 0.06 -0.04
H 0.429 2.525 -0.351 0.06 -0.12 -0.08
H -2.461 -0.622 -1.087 -0.06 0.00 -0.07
H -3.273 0.867 -1.671 -0.06 -0.19 0.07
H -3.309 -1.679 0.875 -0.16 0.15 -0.05
H -4.925 -1.329 1.405 0.01 0.08 -0.04
H 1.767 -2.025 0.008 -0.05 0.19 -0.02
H 2.567 -1.591 -2.268 0.10 -0.03 -0.08
H 0.863 -2.057 -2.303 -0.08 -0.07 -0.08
H 1.319 -0.359 -2.514 -0.05 0.08 -0.04
```
Positions in Å, forces in eV/Å.

Output
Orbital gap (eV): 8.488
HOMO energy (eV): -8.69
Energy (eV): -32088.1368
Net charge: 0
Lowest unoccupied orbital energy (eV): -0.20
Largest force on an atom (eV/Å): 1.4